Record 1
A cluster of 2 separate species, C2H7OPS in total at a distorted geometry, computed with wB97M-V/def2-TZVPD.

* HOMO energy: -8.775 eV
* charge: 0
* Kohn-Sham gap: 7.627 eV
* SMILES string: CCS.O=P

Geometry as XYZ:
```
12
C2H7OPS wB97M-V/def2-TZVPD
C -1.893 -0.149 -0.654
C -1.001 0.393 0.436
S -0.021 1.912 -0.048
H -1.372 0.052 -1.582
H -2.020 -1.264 -0.547
H -2.907 0.158 -0.421
H -0.224 -0.301 0.718
H -1.452 0.431 1.444
H 0.547 1.178 -1.031
O 2.277 -0.716 0.147
P 3.623 -0.283 0.514
H 4.442 -1.412 1.025
```

Here are the Löwdin charges for atoms 1 to 4, given in e: -0.178, -0.620, 0.626, 0.053



Record 2
A cluster of 2 separate species, C4H8N2O4 in total at a distorted geometry, computed with wB97M-V/def2-TZVPD.

* 2S+1: 3
* HOMO energy (spin up / spin down): -7.764 / -8.872 eV
* charge: 0
* Kohn-Sham gap (spin up / spin down): 8.413 / 7.494 eV
* expectation value of S²: 2.016

Geometry as XYZ:
```
18
C4H8N2O4 wB97M-V/def2-TZVPD
C -2.026 -1.009 0.340
C -2.609 0.154 -0.170
C 1.432 0.299 0.003
C 2.982 0.669 0.274
N 0.871 -0.801 -0.290
N -1.841 1.035 -0.709
O 1.695 -1.931 -0.429
O -1.299 -1.064 1.436
O -4.000 0.119 -0.427
O 0.671 1.390 0.169
H 3.067 1.567 0.888
H 3.377 0.965 -0.796
H 3.497 -0.153 0.784
H -0.427 1.249 0.033
H -2.442 1.683 -1.410
H 2.310 -1.810 -1.220
H -4.459 -0.511 0.127
H -0.800 -1.852 1.397
```

Here are the Löwdin charges for atoms 1 to 4, given in e: 0.002, -0.446, -0.447, 0.007



Record 3
The molecule C4H8O2, computed with wB97M-V/def2-TZVPD.

* HOMO energy: -9.352 eV
* charge: 0
* Kohn-Sham gap: 10.127 eV
* SMILES string: C[C@H]1[C@@H](O)[C@H]1O

Geometry as XYZ:
```
14
C4H8O2 wB97M-V/def2-TZVPD
C -1.095 -0.638 -0.945
C -0.773 0.205 0.271
C 0.495 -0.109 1.036
O 1.439 -0.926 0.389
C 0.349 1.217 0.351
O 1.181 1.469 -0.726
H -2.071 -0.372 -1.361
H -0.350 -0.510 -1.736
H -1.148 -1.706 -0.681
H -1.631 0.496 0.870
H 0.502 -0.213 2.120
H 0.973 -1.628 -0.085
H 0.159 2.096 0.962
H 1.794 0.715 -0.752
```

Here are the Löwdin charges for atoms 1 to 4, given in e: -0.060, -0.216, -0.267, -0.018



ΔE to the lowest compared entry with this formula, charge and spin (kJ/mol)
264.04; 142.22; 188.68